1.
Density functional theory data (ωB97M-V/def2-TZVPD) for the molecule C5H7N.

```
13
Properties=species:S:1:pos:R:3
C 1.8954 0.0091 0.2456
C 0.4822 0.2633 -0.1901
C -0.1917 -0.7035 -0.8870
N -1.5290 -0.5949 -0.6096
C -1.7223 0.4626 0.2425
C -0.5065 1.0530 0.4752
H 2.3959 0.8559 0.7177
H 1.8004 -0.7783 1.0039
H 2.5224 -0.3969 -0.5545
H 0.2096 -1.4940 -1.5062
H -2.1713 -1.3568 -0.7446
H -2.6979 0.6817 0.6514
H -0.3473 1.9524 1.0600
```

The spin multiplicity is 1. For the LUMO energy, the calculation gives 1.08 eV. The orbital gap is 9.1 eV. Its strongest force on any atom is 0.4 eV/A. Its energy relative to the best compared isomer or geometry (same formula, charge and spin) is 11.8 kcal/mol. The HOMO energy is -8.060 eV.



2.
Density functional theory data (ωB97M-V/def2-TZVPD) for a cluster of 2 separate species, C2H8NO2 in total.

```
13
Properties=species:S:1:pos:R:3
C 0.6983 -1.6401 -0.0270
N 0.5451 -0.8355 1.2322
H 0.9466 -2.6828 0.2428
H 1.4350 -1.1760 -0.6677
H -0.2710 -1.6907 -0.5439
H 0.2202 0.1565 0.9658
H -0.1248 -1.2846 1.8600
H 1.4492 -0.6708 1.6840
O -0.4769 1.4861 0.4793
C -1.0104 1.9219 -0.5675
O -0.6353 1.5707 -1.7395
H -1.8590 2.6192 -0.5012
H -0.9171 2.2261 -2.4173
```

The spin multiplicity is 2. For the LUMO energy (alpha / beta), the calculation gives -10.55 / -15.73 eV. Its charge is +2. The orbital gap (alpha / beta) is 11.9 / 6.7 eV. Its strongest force on any atom is 2.8 eV/A. Its energy relative to the best compared isomer or geometry (same formula, charge and spin) is 14.1 kcal/mol. The HOMO energy (alpha / beta) is -22.421 / -22.405 eV.



3.
Density functional theory data (ωB97M-V/def2-TZVPD) for the molecule C2H2FN3S.

```
9
Properties=species:S:1:pos:R:3
C -0.3729 -1.1156 1.2314
C -0.8212 -0.0442 -0.6861
N -1.1069 -1.0592 0.0546
N 0.2724 -0.1471 1.6459
N 0.1362 0.8624 -0.3505
F 2.5469 1.3617 -1.3347
S 1.1611 1.9682 -0.6563
H -0.5143 -2.0061 1.6710
H -1.3013 0.1798 -1.5753
```

The spin multiplicity is 1. For the LUMO energy (alpha / beta), the calculation gives -1.17 / -0.40 eV. The orbital gap (alpha / beta) is 8.4 / 8.7 eV. Its strongest force on any atom is 3.9 eV/A. Its energy relative to the best compared isomer or geometry (same formula, charge and spin) is 72.2 kcal/mol. The HOMO energy (alpha / beta) is -9.556 / -9.074 eV.



4.
Density functional theory data (ωB97M-V/def2-TZVPD) for a cluster of 2 separate species, C4H12N2 in total.

```
18
Properties=species:S:1:pos:R:3
C -0.9433 3.1069 -0.4493
C -0.5654 1.9084 0.4281
N 0.5046 1.1076 -0.1606
H -1.3928 2.8922 -1.4213
H -1.5990 3.8145 0.0691
H -0.0092 3.6566 -0.6053
H -0.1837 2.3531 1.3519
H -1.4621 1.3296 0.6554
H 0.1647 0.2145 -0.4869
H 1.0324 1.6511 -0.8244
C 1.3194 -2.1359 0.4574
C -0.4751 -3.4886 -0.1519
N -0.0744 -2.3214 0.0901
H 1.3757 -1.1885 0.9853
H 1.9173 -1.9490 -0.4325
H 1.8013 -2.9661 0.9849
H -1.4961 -3.5780 -0.5253
H 0.0858 -4.4069 0.0353
```

The spin multiplicity is 1. For the LUMO energy, the calculation gives 1.17 eV. The orbital gap is 9.9 eV. Its strongest force on any atom is 0.9 eV/A. Its energy relative to the best compared isomer or geometry (same formula, charge and spin) is 34.0 kcal/mol. The HOMO energy is -8.778 eV.



5.
Density functional theory data (ωB97M-V/def2-TZVPD) for the molecule C20H34N4O3.

```
61
Properties=species:S:1:pos:R:3
C 0.2859 -2.1064 1.2676
C -0.2993 -0.7053 1.3970
N -0.2083 0.0693 0.1649
C -1.2358 -0.1704 -0.8347
C -2.4798 0.7146 -0.6626
C -2.1543 2.1900 -0.5088
N -3.3685 0.5057 -1.7925
C -4.1600 -0.6002 -1.8765
O -4.1575 -1.4586 -1.0066
C -5.0092 -0.7000 -3.0821
C -6.1346 -1.5556 -3.2074
C -6.6300 -1.3813 -4.4698
N -5.8429 -0.4705 -5.1256
C -6.0638 0.0138 -6.4716
C -4.8585 -0.0486 -4.2865
C 0.8357 0.8886 -0.1507
O 0.9121 1.4799 -1.2089
C 1.8991 1.0551 0.9324
O 2.9537 1.8086 0.4222
C 3.9473 2.0569 1.3946
C 5.0561 2.8759 0.7467
C 4.4801 4.1746 0.1998
N 6.1122 3.1254 1.7217
C 7.1893 3.9678 1.2076
C 8.3072 3.8213 2.2396
C 8.0531 2.4431 2.8850
C 6.7989 1.9202 2.1820
H 0.1742 -2.6547 2.2038
H -0.2250 -2.6680 0.4854
H 1.3467 -2.0664 1.0163
H -1.3571 -0.7718 1.6602
H 0.1802 -0.1623 2.2102
H -0.8018 0.0269 -1.8143
H -1.5446 -1.2151 -0.7916
H -3.0190 0.3762 0.2273
H -1.5223 2.3500 0.3630
H -1.6141 2.5690 -1.3782
H -3.0719 2.7647 -0.3734
H -3.4900 1.2494 -2.4573
H -6.5105 -2.2160 -2.4452
H -7.4742 -1.8311 -4.9652
H -5.1101 0.2779 -6.9243
H -6.5215 -0.7726 -7.0681
H -6.7151 0.8886 -6.4787
H -4.1076 0.6456 -4.6285
H 1.4466 1.5547 1.8030
H 2.2485 0.0708 1.2742
H 3.5291 2.6202 2.2415
H 4.3304 1.1040 1.7777
H 5.4549 2.2820 -0.0970
H 3.6142 3.9550 -0.4216
H 4.1706 4.8197 1.0258
H 5.2060 4.7137 -0.4072
H 7.5270 3.6037 0.2207
H 6.8607 4.9986 1.0901
H 9.2897 3.8896 1.7743
H 8.2417 4.6131 2.9849
H 8.8929 1.7609 2.7584
H 7.8740 2.5459 3.9546
H 6.1706 1.3327 2.8496
H 7.0742 1.2810 1.3240
```

The spin multiplicity is 1. For the LUMO energy, the calculation gives 0.74 eV. The orbital gap is 9.3 eV. Its strongest force on any atom is 0.3 eV/A. Its energy relative to the best compared isomer or geometry (same formula, charge and spin) is 6.0 kcal/mol. The HOMO energy is -8.578 eV.



6.
Density functional theory data (ωB97M-V/def2-TZVPD) for a structure of composition C19H36Br12NO5P.

```
74
Properties=species:S:1:pos:R:3
C 3.8325 0.1249 1.8029
C 3.4219 1.5724 2.4308
O 3.1123 2.4744 1.3256
C 1.6993 2.7833 1.2981
C 0.8377 1.4942 0.8008
C -0.6550 1.9995 0.4006
C -1.7964 1.4273 1.4232
C -2.8470 0.4458 0.7121
C -3.4254 -0.7264 1.6542
N -2.9161 -2.0567 1.2364
O -3.2283 -0.4109 3.0614
C -2.4945 -1.4157 3.7637
O -3.1807 -2.3319 4.2958
C -0.9127 -1.4548 3.9698
C -0.0732 -1.6848 2.6065
C -0.0775 -3.2188 2.1157
C 0.5670 -3.3600 0.6350
O -0.2362 -2.7690 -0.4070
C 0.2849 -1.5047 -0.8693
P -5.3263 -0.7521 1.3114
C -6.2063 0.4101 2.5551
O -5.9932 -2.2965 1.6450
H 4.6237 -0.3917 2.4457
H 4.2305 0.3364 0.7473
H 2.8895 -0.5128 1.8107
H 4.3528 1.9497 2.9961
H 2.5627 1.4716 3.1789
H 1.5146 3.6130 0.5299
H 1.2881 3.1063 2.3125
H 1.3513 0.9415 -0.0609
H 0.8316 0.7743 1.6903
H -0.6356 3.1440 0.4971
H -0.8893 1.7555 -0.6920
H -1.2235 0.9720 2.2935
H -2.3409 2.3665 1.8017
H -2.4114 0.0286 -0.2536
H -3.7449 1.1006 0.3953
H -3.4728 -2.8335 1.6246
H -3.1060 -2.0985 0.2139
H -0.7006 -2.3838 4.6196
H -0.4946 -0.5680 4.5551
H 1.0090 -1.3056 2.6773
H -0.5806 -1.0873 1.7634
H -1.1106 -3.7010 2.1221
H 0.5942 -3.8354 2.8024
H 0.6339 -4.4874 0.3866
H 1.6429 -2.9885 0.6877
H 0.2399 -1.5080 -2.0173
H 1.3680 -1.2945 -0.5881
H -0.3808 -0.6512 -0.5131
H -6.7026 -0.2296 3.3635
H -7.0118 0.9443 1.9262
H -5.4648 1.1744 2.9550
H -5.9502 -2.8445 0.8292
C 3.3378 -4.3345 -2.4697
Br 4.5462 -5.2287 -3.6940
Br 4.1630 -4.0199 -0.7425
Br 2.6175 -2.7030 -3.2321
H 2.4975 -5.0063 -2.3038
C 3.6586 -5.6746 -7.9927
Br 5.0860 -6.5655 -7.0269
Br 2.9953 -4.1254 -7.0335
Br 4.1854 -5.2291 -9.8050
H 2.8342 -6.3813 -8.0652
C 2.5146 5.1981 -2.6060
Br 3.5400 6.2750 -1.3614
Br 2.9117 3.3093 -2.4218
Br 0.6128 5.5503 -2.4667
H 2.8205 5.4920 -3.6084
C -1.1680 8.8379 -4.0787
Br -2.6499 8.1687 -3.0214
Br 0.2180 9.6149 -2.9668
Br -0.4604 7.4783 -5.2662
H -1.5588 9.6368 -4.7057
```

The spin multiplicity is 1. For the LUMO energy, the calculation gives -0.25 eV. The orbital gap is 7.8 eV. Its strongest force on any atom is 4.7 eV/A. The HOMO energy is -8.007 eV.



Looking at E_tot for the records above, in order, we have -249.4545, -285.4236, -739.5818, -269.0621, -1227.2461, -32405.8140 Ha.